# 1
A cluster of 2 separate species, C4H14N4 in total at a distorted geometry. Source: the OMol25 dataset; level of theory: ωB97M-V/def2-TZVPD.

Positions of all 22 atoms, in Å:
C  0.931  0.521  -1.010
H  -0.810  0.580  2.530
H  0.958  1.820  0.577
H  -1.383  -2.484  2.109
N  -0.292  0.374  1.716
H  -2.026  -2.649  0.780
H  0.619  0.036  2.145
C  -0.942  -0.155  0.597
C  -0.006  -0.329  -0.550
H  -0.439  -2.726  0.783
H  -2.793  0.542  1.036
H  0.455  2.582  -0.808
C  1.945  0.308  -2.089
H  2.211  2.082  -0.436
H  2.917  0.092  -1.695
N  1.173  1.904  -0.419
N  -1.248  -2.124  1.123
H  1.689  -0.756  -2.427
H  -2.498  0.167  -0.535
N  -2.192  0.269  0.346
H  1.797  1.153  -2.726
H  -0.064  -1.206  -1.049

Properties
**Highest occupied orbital energy**: -18.80 eV
**Energy above the lowest of the compared OMol25 structures with the same formula, charge and spin**: 51.9 kcal/mol
**DFT total energy**: -10317.5564 eV
**LUMO energy**: -7.516 eV
**Charge**: +2

***

# 2
A cluster of 2 separate species, C4H14NO in total at a distorted geometry. Source: the OMol25 dataset; level of theory: ωB97M-V/def2-TZVPD.

Positions of all 20 atoms, in Å:
H  -0.675  1.457  0.719
C  -0.150  -1.167  0.030
C  0.159  -0.069  -2.301
N  -1.019  -1.064  1.189
H  -0.116  -2.028  -0.645
C  -0.297  1.363  -0.308
H  1.183  -0.453  -2.201
H  0.772  1.599  -0.357
H  -0.595  -1.309  2.091
H  -1.935  -1.494  1.045
H  -0.827  2.128  -0.861
H  0.898  -1.066  0.318
H  1.572  1.320  2.416
H  -0.404  -0.753  -2.914
O  1.881  0.413  2.468
H  -1.649  -0.213  -1.194
H  -1.214  -0.062  1.302
C  -0.558  0.048  -0.979
H  0.263  0.925  -2.774
H  2.710  0.426  2.954

Properties
**Highest occupied orbital energy**: -15.31 eV
**Energy above the lowest of the compared OMol25 structures with the same formula, charge and spin**: 24.4 kcal/mol
**DFT total energy**: -7905.8964 eV
**LUMO energy**: -3.392 eV
**Charge**: +1

***

# 3
A cluster of 2 separate species, C4H14NO in total at a distorted geometry. Source: the OMol25 dataset; level of theory: ωB97M-V/def2-TZVPD.

Positions of all 20 atoms, in Å:
H  -1.691  1.165  -1.404
H  -0.895  -0.308  -1.616
H  1.978  -1.763  -0.060
O  -1.417  -2.593  0.831
H  -0.276  1.177  -2.348
C  -0.663  0.780  -1.411
N  1.143  -1.213  0.175
H  -0.691  0.534  0.717
H  1.928  0.414  -0.977
C  1.341  0.295  -0.052
C  -0.030  0.989  -0.028
H  1.018  -1.342  1.175
H  0.442  -1.645  -0.429
H  -0.747  3.015  -0.284
H  -2.055  -2.425  1.550
H  -1.973  -3.147  0.259
H  -0.340  2.633  1.363
C  0.002  2.499  0.322
H  0.994  2.962  0.175
H  1.898  0.638  0.853

Properties
**Highest occupied orbital energy**: -15.44 eV
**Energy above the lowest of the compared OMol25 structures with the same formula, charge and spin**: 18.6 kcal/mol
**DFT total energy**: -7906.1474 eV
**LUMO energy**: -3.348 eV
**Charge**: +1

***

# 4
A cluster of 3 separate species, C4H14NO2 in total at a distorted geometry. Source: the OMol25 dataset; level of theory: ωB97M-V/def2-TZVPD.

Positions of all 21 atoms, in Å:
H  -1.636  -1.516  2.780
H  0.822  -1.604  -0.903
C  1.704  -0.501  1.540
O  -1.264  2.188  -2.895
H  -1.830  0.963  -1.147
H  0.787  -0.019  -1.817
H  2.587  -0.806  2.101
O  -1.856  -0.770  2.207
N  -0.491  -0.267  -0.198
H  1.091  -1.390  1.650
C  -1.663  -0.019  -0.709
C  0.849  -0.516  -0.851
H  2.091  0.932  -0.030
H  -2.263  -0.143  2.821
H  -2.469  -0.752  -0.672
C  2.009  -0.143  0.078
H  2.906  -0.685  -0.207
H  -0.639  -0.711  0.719
H  -1.216  2.282  -3.858
H  1.417  0.402  2.061
H  -0.937  3.074  -2.671

Properties
**Highest occupied orbital energy**: -14.92 eV
**Energy above the lowest of the compared OMol25 structures with the same formula, charge and spin**: 71.6 kcal/mol
**DFT total energy**: -9951.6550 eV
**LUMO energy**: -5.291 eV
**Charge**: +1

***

# 5
A cluster of 3 separate species, C4H14NO2 in total at a distorted geometry. Source: the OMol25 dataset; level of theory: ωB97M-V/def2-TZVPD.

Positions of all 21 atoms, in Å:
H  1.641  -1.361  -0.165
N  0.350  -0.035  0.835
H  3.195  0.592  -1.236
H  -0.552  -0.553  0.601
C  1.323  -0.333  -0.276
H  0.079  0.940  0.998
H  0.796  -0.253  1.725
H  -2.284  -1.749  0.281
H  0.676  -0.410  -1.177
H  -1.483  -2.079  -0.839
H  -4.709  -2.777  0.997
H  1.199  2.369  -1.492
C  2.399  0.756  -0.489
H  -4.643  -3.404  -0.294
H  0.938  3.748  0.506
C  1.754  3.058  0.313
O  -4.155  -2.734  0.204
O  -1.666  -1.278  -0.322
H  2.471  2.903  1.135
C  1.771  2.092  -0.611
H  2.958  0.709  0.443

Properties
**Highest occupied orbital energy**: -13.34 eV
**Energy above the lowest of the compared OMol25 structures with the same formula, charge and spin**: 43.3 kcal/mol
**DFT total energy**: -9952.8853 eV
**LUMO energy**: -2.941 eV
**Charge**: +1

***

# 6
A cluster of 3 separate species, C4H14NO2 in total at a distorted geometry. Source: the OMol25 dataset; level of theory: ωB97M-V/def2-TZVPD.

Positions of all 21 atoms, in Å:
H  1.767  -1.548  1.583
H  1.483  1.514  -0.471
H  2.247  -0.200  -0.195
H  -2.846  2.157  -0.676
H  -1.190  -0.701  1.283
O  -1.865  1.923  -0.681
H  0.301  1.214  1.759
O  -1.281  -1.021  -2.659
H  0.520  -0.835  -1.225
H  -1.528  2.864  -0.668
H  0.503  -1.032  2.809
N  0.226  -0.189  -0.433
H  -2.184  -0.982  -2.934
H  -0.158  -2.092  0.355
C  1.237  0.599  1.570
H  2.174  1.152  2.035
H  -0.675  0.339  -0.733
C  -0.146  -1.086  0.756
C  0.963  -0.862  1.813
C  1.400  0.525  -0.033
H  -0.949  -1.738  -3.255

Properties
**Highest occupied orbital energy**: -15.59 eV
**Energy above the lowest of the compared OMol25 structures with the same formula, charge and spin**: 33.3 kcal/mol
**DFT total energy**: -9953.3155 eV
**LUMO energy**: -2.924 eV
**Charge**: +1

***

# 7
A cluster of 3 separate species, C4H14NO2 in total at a distorted geometry. Source: the OMol25 dataset; level of theory: ωB97M-V/def2-TZVPD.

Positions of all 21 atoms, in Å:
H  2.765  -0.299  0.769
H  1.215  -0.305  -1.959
H  -1.664  -0.155  -1.110
H  -4.196  -0.079  -3.245
H  2.202  -1.974  0.645
H  1.782  -2.017  2.810
C  0.650  -0.459  0.182
O  0.534  2.181  0.618
H  -4.436  -0.831  -1.932
H  0.756  -0.620  2.753
H  1.028  2.382  1.422
N  -0.864  0.380  -1.437
C  0.520  -0.241  -1.130
O  -4.130  0.006  -2.285
H  -1.019  0.352  -2.459
C  1.838  -0.921  0.856
H  -0.295  -0.252  0.720
H  -0.098  2.912  0.623
H  2.439  -0.386  2.923
C  1.724  -1.026  2.395
H  -0.752  1.352  -1.158

Properties
**Highest occupied orbital energy**: -13.85 eV
**Energy above the lowest of the compared OMol25 structures with the same formula, charge and spin**: 54.6 kcal/mol
**DFT total energy**: -9952.3953 eV
**LUMO energy**: -3.186 eV
**Charge**: +1

***

# 8
A cluster of 4 separate species, C4H14NO2 in total at a distorted geometry. Source: the OMol25 dataset; level of theory: ωB97M-V/def2-TZVPD.

Positions of all 21 atoms, in Å:
H  -2.341  -2.367  1.645
H  5.040  0.460  0.204
H  -1.346  0.714  1.189
C  -0.786  1.155  -2.022
H  -6.427  0.884  -1.137
H  0.885  1.093  2.084
H  -1.324  -1.617  0.845
C  -0.709  0.410  -0.846
H  4.874  -0.699  -0.753
H  -6.540  0.797  -0.418
O  -1.703  -1.651  1.737
H  0.896  -0.529  1.407
H  -1.136  0.659  -2.917
H  -0.939  -1.211  -1.867
H  1.705  0.802  0.573
N  -1.097  -0.855  -0.914
C  -0.510  0.970  0.530
H  -0.519  2.202  -2.170
H  -0.479  2.059  0.501
O  4.529  -0.331  0.054
C  0.818  0.533  1.157

Properties
**Highest occupied orbital energy**: -14.22 eV
**Energy above the lowest of the compared OMol25 structures with the same formula, charge and spin**: 148.7 kcal/mol
**DFT total energy**: -9948.3142 eV
**LUMO energy**: -9.015 eV
**Charge**: +1

***

# 9
A cluster of 3 separate species, C4H14NO2 in total at a distorted geometry. Source: the OMol25 dataset; level of theory: ωB97M-V/def2-TZVPD.

Positions of all 21 atoms, in Å:
H  -0.714  -2.249  -0.965
H  4.533  0.952  1.038
H  0.187  -0.618  -2.340
O  4.007  0.518  0.334
C  -0.367  -0.208  -1.497
C  -1.332  -1.364  -1.072
H  4.628  -0.134  -0.015
H  -4.069  0.494  -0.067
H  -3.831  -0.280  1.300
H  -0.804  -0.010  1.031
H  0.377  1.362  2.764
H  1.325  0.916  -0.706
H  -0.950  0.660  -1.806
H  1.623  1.684  1.457
N  0.118  0.422  0.928
H  1.277  -0.759  -0.145
H  -1.726  -0.966  -0.111
C  0.648  0.106  -0.426
H  -2.090  -1.506  -1.829
C  0.712  1.169  1.747
O  -3.550  -0.190  0.379

Properties
**Highest occupied orbital energy**: -15.04 eV
**Energy above the lowest of the compared OMol25 structures with the same formula, charge and spin**: 45.9 kcal/mol
**DFT total energy**: -9952.7723 eV
**LUMO energy**: -4.544 eV
**Charge**: +1

***

# 10
A cluster of 3 separate species, C4H14NO2 in total at a distorted geometry. Source: the OMol25 dataset; level of theory: ωB97M-V/def2-TZVPD.

Positions of all 21 atoms, in Å:
C  -1.323  -1.288  -0.013
H  1.310  1.630  -3.404
N  0.237  0.534  0.529
H  2.442  1.745  -2.349
O  1.550  1.448  -2.492
H  0.317  0.244  1.549
H  0.439  -0.595  3.798
H  -2.675  -2.842  -0.708
H  1.113  0.759  3.574
H  -2.195  -0.573  0.217
H  -1.174  -1.801  0.960
C  0.490  1.765  0.275
H  0.807  2.517  0.987
H  0.433  2.139  -0.755
C  -1.747  -2.276  -0.995
C  -0.170  -0.371  -0.512
O  0.551  0.103  3.137
H  -1.068  -3.191  -1.033
H  -0.464  0.138  -1.435
H  0.660  -1.018  -0.858
H  -1.873  -1.917  -2.004

Properties
**Highest occupied orbital energy (spin up / spin down)**: -18.73 / -18.69 eV
**Energy above the lowest of the compared OMol25 structures with the same formula, charge and spin**: 40.1 kcal/mol
**DFT total energy**: -9938.6567 eV
**LUMO energy (spin up / spin down)**: -8.317 / -14.705 eV
**Charge**: +2
**2S+1**: 2
**⟨S²⟩**: 0.75

***

# 11
A cluster of 3 separate species, C4H14NO2S in total at a distorted geometry. Source: the OMol25 dataset; level of theory: ωB97M-V/def2-TZVPD.

Positions of all 22 atoms, in Å:
C  0.903  -0.974  -1.723
N  2.024  -1.139  -0.759
H  -0.649  1.739  0.278
O  0.989  2.076  2.533
S  -2.683  -0.597  0.302
C  3.310  -0.375  -1.029
H  3.164  0.475  -1.583
H  3.893  -1.204  -1.566
O  -1.062  2.121  0.971
H  0.633  -2.032  -1.989
H  1.603  -0.821  0.176
H  -0.995  -2.205  -0.563
H  -0.469  -1.375  0.839
H  1.096  -0.462  -2.718
H  -0.019  0.568  -0.300
H  -0.868  0.207  -1.849
H  -1.725  1.491  1.156
C  -0.204  -0.245  -1.012
H  3.944  -0.099  -0.161
H  0.107  2.122  2.200
H  1.412  2.706  1.964
C  -0.972  -1.265  -0.140

Properties
**Highest occupied orbital energy**: -2.86 eV
**Energy above the lowest of the compared OMol25 structures with the same formula, charge and spin**: 47.5 kcal/mol
**DFT total energy**: -20794.8748 eV
**LUMO energy**: 3.395 eV
**Charge**: -1

***

# 12
A cluster of 3 separate species, C4H14NO3 in total at a distorted geometry. Source: the OMol25 dataset; level of theory: ωB97M-V/def2-TZVPD.

Positions of all 22 atoms, in Å:
H  0.156  -0.848  -2.038
O  1.739  -0.726  -0.154
C  -0.836  -0.435  -1.886
H  0.186  -1.891  -0.192
H  -1.511  -1.234  -1.575
H  2.204  0.328  0.926
C  0.279  1.759  -1.126
H  2.796  0.387  2.381
C  0.606  -1.119  0.422
H  0.153  2.328  -0.086
H  -1.726  -0.818  1.360
H  0.280  2.375  -1.983
H  -1.969  -1.771  2.540
H  -1.205  0.255  -2.828
H  -0.408  0.453  1.296
N  -0.547  -0.110  0.508
H  1.306  1.266  -1.091
O  2.702  0.948  1.584
C  -0.799  0.539  -0.780
H  -1.695  1.149  -0.599
H  0.796  -1.542  1.420
O  -2.509  -1.293  1.901

Properties
**Highest occupied orbital energy (spin up / spin down)**: -9.97 / -9.93 eV
**Energy above the lowest of the compared OMol25 structures with the same formula, charge and spin**: 66.0 kcal/mol
**DFT total energy**: -12003.6429 eV
**LUMO energy (spin up / spin down)**: 0.484 / -3.167 eV
**2S+1**: 2
**⟨S²⟩**: 0.75